# C70H74BBrINO26P

A molecular structure, C70H74BBrINO26P at a distorted geometry (ωB97M-V with the def2-TZVPD basis set, the Open Molecules 2025 dataset).

Output
charge: +1
orbital gap: 7.9 eV
LUMO: -3.4064 eV
HOMO energy: -11.3 eV
E_tot: -216604.4121 eV

```
175
C70H74BBrINO26P (ωB97M-V with the def2-TZVPD basis set)
I -7.43688 0.78369 -3.49298
Br -0.43756 3.12746 -4.23817
P -1.63950 3.16451 2.67308
O -0.71105 -5.54987 -4.25651
O 6.78532 4.95252 2.25192
O -4.21839 1.69338 1.54933
O 1.74405 -2.26585 6.11027
O -0.91589 4.58187 2.33636
O -5.92599 -8.37608 -1.10184
O 7.80181 -3.16390 -5.59383
O 10.35432 5.07188 4.29247
O -10.05595 -6.95043 1.88936
O -4.84134 -4.14091 -1.26477
O -4.43359 -1.74066 -3.00057
O 3.41695 0.48576 -9.63672
O 4.55912 -4.70948 2.29615
O -0.59714 0.46073 -4.42904
O 5.51270 0.57582 8.50984
O -0.69967 2.39775 3.48115
O 3.52966 0.88816 1.66175
O 0.25445 -1.71174 1.57208
O 1.43204 4.91426 -7.51652
O 2.07115 0.99711 3.29175
O -2.93690 3.36760 3.63960
O 3.44702 -0.24289 -6.32300
O 7.28186 0.77166 5.46363
O 12.70318 3.02696 0.01275
O -3.97359 -1.10634 -1.84619
O -2.58152 4.54939 -0.38200
N -3.66699 1.55744 -0.72328
C 2.13861 1.46144 -7.91809
C -1.98685 2.10508 1.18435
C -2.79994 -0.36776 -2.14550
C -7.30282 -6.63341 -0.32176
C 4.65235 -0.07556 7.96206
C -1.65628 -5.23026 -3.57089
C -5.97657 -1.77066 2.04405
C -7.96268 1.01266 1.89750
C 3.37750 -3.25300 0.88017
C -7.64279 -9.05110 0.35941
C 4.63379 -1.72254 -4.92697
C -3.46092 2.33101 0.55899
C -1.28162 1.57083 -1.27369
C -8.34116 -6.27631 0.42889
C -5.70452 2.66647 -1.82123
C 6.76968 1.56827 3.30945
C -0.17865 0.91243 -2.14800
C -2.09122 -3.81412 -3.47513
C 1.64087 2.57666 -7.38891
C 10.76281 5.24576 1.98309
C 3.20955 2.82583 -9.76790
C 7.29950 4.15836 4.40714
C 12.29638 2.85288 2.32263
C 4.60018 -0.20017 6.48445
C -4.38735 4.95486 1.32977
C 2.60842 -1.61543 6.66609
C 5.52356 -0.95203 -7.17038
C 2.71019 3.93869 -9.23662
C 2.52015 -3.92859 3.16808
C 6.80707 -2.49667 -5.76207
C 12.16666 3.49564 0.99216
C -9.11191 -7.27757 1.20456
C 3.57501 -4.02722 2.13100
C 2.49709 1.29400 2.01327
C 4.44762 -0.91380 -6.15415
C 11.35395 4.73303 0.90710
C 6.61836 -1.68683 -6.98946
C 2.29661 -2.50027 0.70094
C -4.19063 2.26767 -1.91040
C -5.99062 -0.49815 1.14034
C 1.88701 3.89905 -8.00376
C -8.68170 -8.69384 1.11028
C -6.87299 -8.04937 -0.41538
C -4.79191 -1.74620 3.06331
C 11.70506 3.36593 3.39848
C 5.72723 -2.45730 -4.74462
C 7.42328 3.10726 5.21392
C -6.43233 0.72265 1.99240
C -5.58868 2.01064 1.71639
C -3.46420 -5.88071 -2.04494
C -5.69481 -2.97052 1.06515
C 3.65127 -0.91427 5.88718
C 2.65620 -1.49357 8.14157
C 3.60471 -0.78040 8.74418
C 1.24467 -2.40526 1.73921
C -2.42426 -6.23509 -2.79645
C 2.96210 1.49985 -9.15056
C 1.43851 -3.17556 2.98490
C 10.89298 4.60290 3.31235
C 0.35984 1.26123 0.76451
C 7.16894 1.73199 4.72804
C -0.42654 1.25632 -3.63216
C 6.90053 3.99582 2.98885
C 6.64605 2.61812 2.50294
C 1.57994 2.18504 1.14293
C -6.35480 2.66242 -3.23691
C -3.89533 -4.46809 -1.95058
C -3.13068 -3.46115 -2.72386
C -2.51268 0.64476 -1.01001
C -0.81156 2.06606 0.13036
B -3.51392 3.93638 0.49712
H 1.27921 3.02809 1.78089
H 3.65684 -0.67990 9.82090
H -5.97745 -3.90835 1.56643
H 11.78786 2.91023 4.37723
H 1.03735 2.57381 -6.49101
H -3.12242 4.92616 -1.09230
H 7.41476 -1.72793 -7.72133
H -1.95726 -1.08136 -2.20896
H 3.81345 2.83417 -10.66657
H -8.66987 -5.24777 0.50929
H -5.63436 2.72692 -4.05994
H -3.56225 3.09279 -2.27462
H -6.20679 1.89605 -1.22153
H 0.08614 0.77700 1.71448
H -0.06300 -0.16667 -2.00870
H -1.55797 2.48726 -1.82612
H -7.12915 3.43458 -3.29683
H 3.83605 -1.68096 -4.19596
H 0.79084 0.46300 0.14391
H 1.96785 0.49473 -7.48485
H -6.73585 -0.62075 0.33167
H -5.80276 3.68726 -1.42011
H -7.31355 -10.07926 0.27880
H 6.35600 2.51843 1.46458
H -4.41743 0.87579 -0.50755
H -8.45412 0.13705 2.35338
H -2.33744 -0.05206 -0.16855
H -6.26429 0.51175 3.06391
H -4.78625 4.58156 2.27929
H -0.32894 4.49939 1.57074
H -1.51924 -3.09428 -4.04732
H 0.76594 1.43326 -1.89891
H -6.93162 -1.87892 2.57848
H -5.68742 2.60970 2.64447
H -9.25600 -9.41128 1.68238
H -5.16367 -1.59199 4.09393
H -4.03856 -6.60040 -1.47313
H 5.88159 -3.05540 -3.85545
H -4.07537 -0.92743 2.87943
H 7.48253 5.17024 4.74402
H -4.60175 -2.98761 0.93906
H -8.29952 1.19561 0.86873
H 10.16471 6.14732 1.94063
H -2.09320 -7.26244 -2.87809
H -4.96709 -0.43488 0.73331
H -2.82897 0.12216 -3.13703
H 2.67980 -4.49845 4.07431
H -3.82820 5.89661 1.46423
H -4.95194 -1.05656 -3.46042
H -2.00478 1.08053 1.59940
H 3.59737 -1.01406 4.80995
H -6.72792 -5.91439 -0.89373
H 6.58657 0.55547 2.97260
H -5.26491 5.22506 0.70146
H 5.36774 0.31615 5.92703
H 1.44365 0.26022 3.27264
H -0.45639 3.10902 0.01499
H -4.24443 -2.70076 3.07621
H 11.27062 5.18884 -0.07127
H -6.11289 2.59633 0.94268
H -4.22975 1.62820 -2.81208
H -3.46626 -2.43030 -2.64163
H -3.16180 4.31017 3.71043
H 2.13594 -1.92637 -0.20377
H 2.87922 4.91496 -9.67310
H -6.17840 -2.81298 0.09747
H 5.36749 -0.35437 -8.05968
H 2.10702 2.49150 0.22764
H 0.66071 -3.09219 3.73295
H 7.71305 3.20557 6.25232
H -8.16593 1.84964 2.58654
H 12.89383 1.95111 2.36552
H 4.15662 -3.33548 0.13310
H 1.88333 -2.01302 8.69391
```


# C5H8N2S

C5H8N2S in the gas phase at a distorted geometry (ωB97M-V with the def2-TZVPD basis set, the Open Molecules 2025 dataset).

Output
charge: 0
orbital gap: 8.6 eV
LUMO: 0.6499 eV
HOMO energy: -8.0 eV
ΔE to the lowest compared entry with this formula, charge and spin: 127.53 kJ/mol
E_tot: -19129.0995 eV

```
16
C5H8N2S (ωB97M-V with the def2-TZVPD basis set)
S -3.21122 -0.20714 -0.20879
N -0.85126 1.16802 -0.51577
N 0.24896 -1.38401 -0.58589
C -0.57691 -0.86892 0.49444
C 0.30287 0.22292 1.20407
C 1.16565 -0.23202 -0.95414
C -1.57890 0.13754 -0.08528
C 0.53480 0.93983 -0.09076
H 1.16459 1.82172 -0.07002
H -0.98352 -1.79572 0.98153
H 1.26564 -0.19002 1.64824
H 2.16574 -0.42832 -0.56671
H -0.20257 0.88075 1.88291
H -1.36241 2.09789 -0.86881
H 0.84220 -2.14831 -0.23826
H 1.07635 -0.01420 -2.02676
```


# C25H21FN2O5S2

2 unconnected molecules or ions with the total composition C25H21FN2O5S2 at a distorted geometry (ωB97M-V with the def2-TZVPD basis set, the Open Molecules 2025 dataset).

Output
charge: 0
orbital gap: 6.9 eV
LUMO: -0.2781 eV
HOMO energy: -7.2 eV
E_tot: -63864.6580 eV

```
56
C25H21FN2O5S2 (ωB97M-V with the def2-TZVPD basis set)
S 4.33447 4.45493 0.29436
S 2.25720 5.91028 1.87484
F 1.70104 3.72219 0.34128
O 5.32074 5.11974 1.10457
O 1.50114 6.53252 0.81909
O 0.34148 1.96786 -2.37417
O 3.93871 4.92071 -1.01086
O 3.39328 6.52991 2.50642
N 2.77345 4.22766 1.28136
N -1.63354 1.98160 -0.41220
C 1.74480 5.66207 4.59610
C -3.96720 1.46550 -0.16948
C 5.02292 2.79162 0.26632
C 6.07175 0.23293 0.13094
C -2.64635 1.26537 0.18781
C -0.09140 5.18964 3.06690
C -4.33041 2.51276 -1.02509
C 4.98115 0.59270 -0.67096
C 0.90366 5.41663 5.68610
C -1.96797 3.02793 -1.25407
C 1.32166 -2.49346 -1.13276
C 6.13961 2.47246 1.04520
C -0.92730 4.93246 4.15663
C 1.23726 5.51385 3.30158
C 6.65889 1.17531 0.98730
C 0.67543 -1.26778 -0.91159
C 2.91703 -1.37399 -2.55469
C -3.29566 3.29586 -1.55718
C -0.43035 5.04432 5.46528
C 4.45479 1.88072 -0.61046
C 1.17226 -0.07486 -1.45529
C 2.26882 -0.15316 -2.32333
C 0.40198 1.23776 -1.35913
C 2.46156 -2.55746 -1.94359
C -0.30387 1.61001 -0.18522
H 7.52707 0.90001 1.59388
H 0.92164 -3.40397 -0.68020
H 2.77148 5.99025 4.75101
H -0.43512 5.16934 2.03256
H -2.28080 0.48692 0.85928
H 3.62636 2.23023 -1.22756
H 3.79319 -1.41131 -3.20652
H 2.61390 0.75069 -2.82903
H -1.13264 3.57534 -1.68179
H -3.50763 4.12035 -2.23480
H 6.61229 3.23050 1.66684
H -1.07321 4.80261 6.31354
H 6.43660 -0.79604 0.11387
H -5.38225 2.69932 -1.25660
H -0.00630 1.30116 0.81212
H 2.99934 -3.50781 -2.08059
H -1.96763 4.66281 3.96265
H -0.24819 -1.24557 -0.33252
H 1.28623 5.52359 6.70529
H -4.71391 0.78127 0.22858
H 4.53493 -0.11727 -1.36412
```


# C30H31InN5O3S2

A molecular structure, C30H31InN5O3S2 at a distorted geometry (ωB97M-V with the def2-TZVPD basis set, the Open Molecules 2025 dataset).

Output
charge: +1
orbital gap: 7.5 eV
LUMO: -2.5757 eV
HOMO energy: -10.1 eV
ΔE to the lowest compared entry with this formula, charge and spin: 11.92 kJ/mol
E_tot: -72047.6915 eV

```
72
C30H31InN5O3S2 (ωB97M-V with the def2-TZVPD basis set)
In -0.10811 -0.01993 0.33838
S 4.54856 -1.95399 0.34870
S -2.54872 -1.78699 -0.77288
O -2.24961 -0.90142 0.40359
O 0.93548 1.36734 1.57309
O 0.06032 -1.94836 -0.65981
N 1.04400 -2.65870 3.48979
N 0.05353 -1.19373 2.17094
N -0.02908 0.60922 -1.80733
N -1.37019 1.80295 0.21081
N 2.26890 -0.84384 0.53423
C -0.80976 -2.84870 5.20533
C 0.69518 0.04406 -2.70147
C -0.17562 -2.38431 4.06362
C 0.93420 -2.18376 -1.58914
C 1.14046 -1.90949 2.36109
C -1.82586 2.06922 -1.11610
C -0.78612 -1.43292 3.21733
C 1.27026 -1.25781 -2.61753
C 0.22488 2.28348 4.97398
C 2.29154 -1.80163 1.50257
C -5.13546 -1.34552 0.24920
C 2.19713 -1.64015 -3.60777
C -1.05068 2.37646 2.49675
C 1.59083 -3.43630 -1.59691
C -1.06157 2.81943 4.87714
C 2.84192 -2.84758 -3.56191
C -2.64038 -1.33802 4.67159
C -0.59930 1.91361 -2.02944
C -2.69474 -3.51171 -0.12370
C -1.66805 2.89142 3.65018
C 3.36401 -0.80214 -0.13618
C 0.87175 1.82115 3.85725
C -1.68928 2.50800 1.22840
C 2.54049 -3.74507 -2.53675
C -2.02791 -0.88806 3.52240
C 3.46462 -2.50992 1.54917
C 0.25751 1.81838 2.58721
C -2.75089 -3.62562 1.38357
C -4.35317 -1.43952 -1.04391
C -2.04465 -2.30298 5.49327
H -0.35276 -3.58890 5.84303
H -2.56055 -2.62014 6.38500
H -1.79648 -3.99819 -0.50064
H -2.65513 3.32273 3.56040
H -3.56375 -3.95608 -0.60265
H 0.71565 2.23812 5.93587
H -2.46493 -0.14787 2.86958
H 0.89306 0.58441 -3.63522
H -4.72984 -2.21017 -1.71194
H 3.56996 -3.10983 -4.31251
H 3.74780 -3.30938 2.20559
H -2.25785 3.07268 -1.21113
H -2.69993 -4.67505 1.67070
H -4.51910 -0.86276 1.00375
H 3.55490 -0.10880 -0.93203
H 1.87635 1.42417 3.91666
H -2.57330 1.32013 -1.40289
H 1.33097 -4.13858 -0.81568
H 3.05741 -4.69237 -2.48962
H -6.03740 -0.75286 0.11655
H -5.42508 -2.32932 0.61000
H -0.87373 2.05441 -3.08284
H -1.56713 3.17653 5.75950
H -3.66417 -3.20211 1.79348
H -1.90445 -3.10521 1.82385
H -2.44874 3.29358 1.12378
H 0.13248 2.68116 -1.74410
H 2.41365 -0.94678 -4.40643
H 1.74304 -3.28057 3.86327
H -3.60141 -0.93902 4.95551
H -4.36768 -0.48710 -1.57636
```